Record 1
{"formula": "C40H60BrF4N5O16Si", "method": "the ωB97M-V functional and the def2-TZVPD basis", "smiles": "CC(=O)N(C)[C@]1(CC(N)(N)N)OC(=O)[C@H](CN)[C@@]1(CCCCCCCC[Si](C)(C)c1ccccc1)CC(=O)Br.O=C1OC[C@@H](F)O1.O=C1OC[C@@H](F)O1.O=C1OC[C@@H](F)O1.O=C1OC[C@@H](F)O1", "e_tot_ha": -6300.51586, "e_homo_ha": -0.3158, "multiplicity": 1, "species": ["C", "C", "O", "N", "C", "C", "C", "C", "N", "N", "N", "O", "C", "O", "C", "C", "N", "C", "C", "C", "C", "C", "C", "C", "C", "C", "Si", "C", "C", "C", "C", "C", "C", "C", "C", "C", "C", "O", "Br", "H", "H", "H", "H", "H", "H", "H", "H", "H", "H", "H", "H", "H", "H", "H", "H", "H", "H", "H", "H", "H", "H", "H", "H", "H", "H", "H", "H", "H", "H", "H", "H", "H", "H", "H", "H", "H", "H", "H", "H", "H", "H", "H", "H", "H", "H", "H", "H", "O", "C", "O", "C", "C", "F", "O", "H", "H", "H", "O", "C", "O", "C", "C", "F", "O", "H", "H", "H", "O", "C", "O", "C", "C", "F", "O", "H", "H", "H", "O", "C", "O", "C", "C", "F", "O", "H", "H", "H"], "xyz": [[-2.663, 0.032, 7.635], [-1.553, 0.514, 6.548], [-0.386, 0.093, 6.747], [-2.017, 1.415, 5.500], [-1.854, 2.839, 5.710], [-2.074, 0.848, 4.133], [-3.334, 1.567, 3.488], [-4.174, 0.928, 2.335], [-4.098, -0.511, 2.037], [-3.922, 1.659, 1.030], [-5.648, 1.232, 2.636], [-2.520, -0.514, 4.506], [-1.863, -1.627, 3.913], [-2.279, -2.799, 3.919], [-0.582, -0.932, 3.244], [0.631, -1.682, 3.968], [0.682, -3.160, 3.605], [-0.675, 0.700, 3.274], [0.617, 1.467, 3.864], [0.997, 2.845, 3.151], [-0.119, 3.979, 3.100], [0.333, 5.136, 2.036], [-0.883, 5.551, 1.069], [-0.815, 4.872, -0.397], [0.515, 5.305, -1.215], [1.121, 4.121, -2.134], [3.013, 3.858, -1.942], [3.956, 5.066, -3.085], [3.514, 4.196, -0.097], [3.361, 2.003, -2.257], [2.683, 1.174, -3.384], [2.993, -0.358, -3.543], [3.977, -1.109, -2.573], [4.666, -0.241, -1.462], [4.369, 1.293, -1.289], [-0.919, 0.979, 1.704], [0.299, 0.702, 0.718], [0.112, 1.028, -0.492], [2.041, -0.127, 1.116], [-2.130, 0.143, 8.657], [-2.995, -1.045, 7.475], [-3.528, 0.790, 7.666], [-0.765, 3.099, 6.020], [-2.481, 3.150, 6.639], [-2.133, 3.572, 4.896], [-4.053, 1.813, 4.362], [-2.985, 2.614, 3.130], [-4.466, -1.126, 2.772], [-4.462, -0.738, 1.105], [-4.533, 1.291, 0.287], [-4.093, 2.655, 1.219], [-6.019, 0.374, 3.093], [-6.145, 1.256, 1.726], [-0.580, -1.428, 2.196], [0.541, -1.677, 5.123], [1.674, -1.284, 3.738], [-0.015, -3.384, 2.880], [1.596, -3.330, 3.136], [1.582, 0.831, 3.801], [0.524, 1.692, 4.995], [1.431, 2.740, 2.087], [1.875, 3.284, 3.769], [-1.159, 3.654, 2.770], [-0.155, 4.482, 4.139], [1.208, 4.805, 1.381], [0.661, 6.071, 2.615], [-1.888, 5.224, 1.525], [-0.950, 6.703, 0.978], [-0.932, 3.735, -0.311], [-1.726, 5.263, -0.992], [0.190, 6.141, -1.949], [1.282, 5.797, -0.518], [0.826, 4.341, -3.228], [0.570, 3.152, -1.849], [5.054, 5.193, -2.742], [3.481, 6.113, -2.933], [3.866, 4.842, -4.200], [2.910, 3.447, 0.527], [3.289, 5.275, 0.200], [4.619, 3.927, 0.004], [1.937, 1.662, -4.105], [2.463, -0.949, -4.382], [4.180, -2.238, -2.666], [5.401, -0.753, -0.761], [4.903, 1.812, -0.425], [-1.740, 0.227, 1.380], [-1.336, 2.010, 1.455], [5.008, -3.222, -6.230], [4.099, -3.791, -5.702], [2.803, -3.366, -5.742], [2.026, -4.377, -5.117], [3.030, -5.063, -4.247], [2.740, -6.380, -4.113], [4.230, -4.940, -4.980], [1.608, -5.039, -5.882], [1.206, -3.943, -4.544], [3.154, -4.609, -3.259], [1.337, 0.341, -6.992], [0.427, -0.227, -6.465], [-0.866, 0.199, -6.506], [-1.648, -0.810, -5.882], [-0.646, -1.497, -5.011], [-0.942, -2.816, -4.876], [0.558, -1.379, -5.743], [-2.066, -1.471, -6.646], [-2.468, -0.373, -5.310], [-0.522, -1.042, -4.023], [4.248, -8.846, 3.920], [3.481, -8.042, 4.362], [2.941, -7.022, 3.637], [1.989, -6.384, 4.479], [2.474, -6.750, 5.845], [1.441, -6.865, 6.714], [3.044, -8.029, 5.653], [0.992, -6.780, 4.265], [1.980, -5.306, 4.315], [3.227, -6.069, 6.253], [-5.044, -1.631, -6.774], [-4.645, -2.387, -7.610], [-5.421, -3.319, -8.230], [-4.615, -3.915, -9.238], [-3.231, -3.660, -8.733], [-2.361, -3.502, -9.758], [-3.357, -2.426, -8.055], [-4.811, -3.425, -10.196], [-4.834, -4.979, -9.337], [-2.856, -4.423, -8.044]]}


Record 2
{"formula": "C40H60CrN4O2P3Si", "method": "the ωB97M-V functional and the def2-TZVPD basis", "e_tot_ha": -4286.41702, "e_homo_ha": [-0.1850, -0.2144], "s2": 3.895, "multiplicity": 4, "species": ["Cr", "C", "C", "C", "P", "C", "C", "C", "C", "C", "C", "C", "C", "C", "Si", "C", "C", "C", "C", "C", "C", "P", "C", "C", "C", "C", "C", "C", "C", "C", "C", "C", "C", "C", "P", "C", "C", "C", "C", "C", "C", "H", "H", "H", "H", "H", "H", "H", "H", "H", "H", "H", "H", "H", "H", "H", "H", "H", "H", "H", "H", "H", "H", "H", "H", "H", "H", "H", "H", "H", "H", "H", "H", "H", "H", "H", "H", "H", "H", "H", "H", "H", "H", "H", "H", "H", "H", "H", "H", "H", "H", "H", "H", "H", "H", "N", "C", "N", "C", "N", "N", "C", "C", "O", "O", "H", "H", "H", "H", "H", "H"], "xyz": [[0.000, 0.000, 0.000], [5.038, 0.385, 1.626], [3.579, 0.497, 2.054], [3.320, -0.555, 3.134], [2.273, 0.402, 0.739], [2.075, 2.164, 0.210], [1.039, 2.305, -0.904], [3.318, 2.963, -0.153], [2.948, -0.550, -0.670], [4.101, -0.176, -1.376], [4.594, -0.938, -2.439], [3.940, -2.095, -2.827], [2.783, -2.488, -2.158], [2.268, -1.727, -1.087], [0.704, -2.205, -0.287], [-0.582, -3.021, -1.306], [-0.528, -4.422, -1.483], [-1.495, -5.094, -2.226], [-2.526, -4.379, -2.813], [-2.600, -2.993, -2.650], [-1.659, -2.284, -1.888], [-1.724, -0.472, -1.657], [-1.240, 0.174, -3.353], [0.167, -0.266, -3.760], [-2.208, -0.147, -4.491], [-3.411, 0.253, -1.478], [-3.554, 0.925, -0.108], [-4.628, -0.621, -1.733], [0.906, -2.874, 1.401], [1.826, -3.914, 1.652], [2.041, -4.381, 2.945], [1.343, -3.815, 4.001], [0.424, -2.788, 3.766], [0.182, -2.292, 2.476], [-1.062, -1.011, 2.066], [-2.684, -1.925, 2.437], [-3.046, -2.900, 1.318], [-2.795, -2.672, 3.762], [-1.163, 0.349, 3.321], [-0.670, 0.124, 4.741], [-0.508, 1.628, 2.793], [5.698, 0.494, 2.495], [5.331, 1.164, 0.920], [5.260, -0.591, 1.180], [3.452, 1.471, 2.542], [3.444, -1.570, 2.744], [2.315, -0.459, 3.549], [4.022, -0.436, 3.968], [1.651, 2.665, 1.089], [1.396, 1.870, -1.842], [0.820, 3.361, -1.097], [0.094, 1.826, -0.636], [3.769, 2.634, -1.092], [4.075, 2.935, 0.634], [3.056, 4.019, -0.291], [4.659, 0.713, -1.111], [5.494, -0.620, -2.960], [4.317, -2.688, -3.656], [2.273, -3.387, -2.500], [0.268, -5.011, -1.028], [-1.439, -6.172, -2.344], [-3.279, -4.895, -3.402], [-3.411, -2.486, -3.155], [-1.218, 1.265, -3.242], [0.230, -1.348, -3.916], [0.908, 0.012, -3.009], [0.464, 0.216, -4.698], [-2.219, -1.212, -4.737], [-1.905, 0.384, -5.402], [-3.232, 0.165, -4.273], [-3.467, 1.083, -2.193], [-3.650, 0.188, 0.690], [-4.454, 1.549, -0.079], [-2.704, 1.577, 0.122], [-4.628, -1.529, -1.126], [-4.710, -0.899, -2.786], [-5.549, -0.075, -1.496], [2.404, -4.353, 0.840], [2.759, -5.176, 3.126], [1.505, -4.174, 5.014], [-0.113, -2.409, 4.626], [-3.457, -1.148, 2.448], [-2.294, -3.686, 1.196], [-3.162, -2.376, 0.372], [-4.005, -3.389, 1.522], [-2.146, -3.552, 3.797], [-3.818, -3.042, 3.899], [-2.582, -2.040, 4.622], [-2.232, 0.587, 3.394], [0.397, -0.111, 4.777], [-1.218, -0.661, 5.261], [-0.814, 1.032, 5.340], [0.580, 1.576, 2.881], [-0.830, 2.493, 3.385], [-0.773, 1.835, 1.752], [1.364, 0.607, -1.242], [2.196, 0.985, -1.959], [3.259, 1.479, -2.819], [3.024, 1.049, -4.188], [2.875, 0.727, -5.294], [-2.648, 2.073, -2.656], [-2.692, 2.660, -1.262], [-1.631, 1.958, -0.384], [-1.640, 2.206, 0.838], [-0.917, 1.196, -1.117], [-2.587, 2.755, -3.409], [-3.358, 1.352, -2.794], [-1.738, 1.545, -2.602], [-3.707, 2.516, -0.884], [-2.459, 3.723, -1.362], [-0.093, 1.418, 0.921]]}